A 40-piece molecular cluster, C18H115NO42 overall at a distorted geometry, computed with wB97M-V/def2-TZVPD.

As for the lowest unoccupied orbital energy: -0.0071 Eh. For the HOMO-LUMO gap, the calculation gives 8.8 eV.

```
176
C18H115NO42 wB97M-V/def2-TZVPD
H 1.330 -0.356 -3.639
O 0.824 -10.534 2.635
H 3.605 -1.239 -0.079
H -0.316 2.571 -1.115
H -2.461 -1.910 -6.602
C 4.760 0.522 -0.231
H -2.917 0.634 4.338
H -3.967 2.624 0.763
H -2.525 2.932 -7.538
H 4.404 2.198 -3.259
H -7.281 3.519 -6.613
H -3.186 -3.640 -0.003
H 6.135 5.600 -3.415
C 3.434 -0.183 0.118
H 1.718 -1.088 4.195
H -3.278 0.029 2.165
H -6.411 0.723 -3.753
H 10.814 2.501 3.627
H -0.405 -7.233 4.504
O 5.936 5.321 -2.518
H -1.211 4.464 3.472
O -0.996 -2.235 -3.384
H 4.917 8.845 -3.131
O -6.590 3.476 -7.281
H 3.516 1.093 5.065
C -1.316 2.701 -0.728
H 0.102 4.543 -2.245
O -3.367 -3.360 4.904
C 0.355 5.067 -1.327
O 5.205 7.979 -3.435
H -0.771 0.638 -6.485
H -1.995 -3.043 -0.755
H 1.732 2.219 -0.787
H -1.107 -8.399 5.192
O -5.614 -4.592 3.734
O 6.936 1.968 1.828
O -6.936 0.011 -3.370
O -3.510 -6.559 -1.623
H -0.522 -6.389 1.657
O -1.228 -0.096 -6.065
H -1.298 -1.467 -2.886
O -0.512 -8.191 4.467
C 1.509 4.374 -0.574
H -1.557 1.825 -0.141
H -0.783 5.929 0.317
O -2.235 2.742 -1.873
O -8.526 1.330 -0.755
H -0.846 3.103 4.061
H 7.500 2.333 1.139
H -5.880 -3.794 1.983
H 1.654 0.903 2.877
H -1.578 5.690 -7.822
H 2.133 -4.395 0.326
H -3.933 -2.291 -6.487
H -1.379 4.761 -5.975
H 0.435 -5.516 2.439
H -4.504 1.648 -0.903
H 7.065 4.552 4.560
C -0.929 5.235 -0.504
H -4.635 -2.069 3.390
H -5.871 -2.526 1.125
H 4.930 -2.730 2.717
O -3.391 2.826 -7.956
C -3.921 1.949 1.613
H 2.159 1.198 5.749
H -3.398 -6.098 -2.459
O -3.047 -2.655 -6.417
H -0.666 -9.124 2.189
O 4.147 -2.525 3.238
O 0.978 -1.702 4.078
H -1.549 0.261 -5.228
H -3.270 2.441 2.336
H 5.929 1.093 -1.981
H -6.456 2.534 -7.419
H -2.655 -6.481 -1.179
O 4.547 -5.463 3.243
H 3.576 -4.038 6.067
H -1.597 -8.887 0.998
H -4.915 1.843 2.040
H -3.541 1.876 -7.941
O 7.370 3.716 4.198
H -4.298 2.495 -4.424
H 5.537 -0.192 0.027
H -4.917 -0.720 0.705
H 7.520 1.902 2.594
O 7.756 -1.446 0.077
H -2.957 -2.523 5.146
O -2.421 0.456 -2.027
O -5.695 -3.470 1.087
O 2.679 0.633 5.170
O -0.860 6.292 -7.597
H 6.261 6.048 -1.980
O -0.465 6.326 2.692
O -1.551 1.646 -3.736
H -1.807 -2.698 -3.622
H -2.428 1.862 5.098
O -1.458 3.837 4.165
H 0.265 -1.156 3.732
H 2.602 -0.953 1.982
H 2.394 -6.881 4.167
O 9.958 2.089 3.770
H 4.733 -0.139 -2.221
O 2.802 -4.584 5.901
C 3.559 3.070 -1.505
H -2.257 0.730 0.968
C 2.287 1.145 2.035
H 2.183 -3.987 5.466
H -9.338 0.863 -0.978
H 4.221 -4.650 3.648
H -4.729 -4.447 4.104
C -1.456 3.930 0.118
H 3.435 -2.993 2.780
H -3.444 -0.986 -0.148
H 3.634 -4.139 0.213
H -0.279 6.241 -8.360
C 4.909 0.815 -1.719
C -2.047 1.632 -2.612
H 2.953 1.971 2.270
O 2.167 -0.750 -3.379
O -1.253 3.807 -6.013
H -1.429 3.499 -5.116
O 0.147 -0.326 0.182
H 1.621 1.390 1.216
H -0.510 -0.867 -0.271
H -4.856 2.956 -5.765
O -2.118 1.133 4.553
H -5.420 -1.146 4.309
H 1.356 -7.684 3.381
C -4.097 -0.197 0.228
H 4.056 -0.023 2.185
N -3.831 0.155 -2.208
H 3.017 1.345 -2.682
H -2.517 4.056 0.326
H 1.192 4.114 0.434
H 4.931 1.382 0.409
C 3.931 1.823 -2.352
C 3.134 -0.082 1.613
H -5.601 0.323 -1.214
H 6.601 3.351 3.745
H -1.363 -4.797 0.166
H -4.165 0.652 -3.026
C 2.051 3.122 -1.301
H 2.244 -1.511 -3.963
O 2.863 -3.928 0.748
H 0.590 -0.949 0.772
C -4.563 0.564 -1.008
H 2.618 0.183 -0.491
H -5.746 -5.544 3.735
H 0.259 6.957 2.675
H 3.832 3.954 -2.078
H 0.676 6.065 -1.628
H 4.420 7.591 -3.834
H 2.341 5.065 -0.448
O -1.183 -5.749 0.146
O -2.455 -3.012 0.094
H 1.599 3.057 -2.292
H -8.818 2.081 -0.232
H -1.219 6.816 2.350
C -3.297 0.611 1.248
O -4.796 -1.136 3.577
H 4.109 3.135 -0.570
H -7.267 0.378 -2.543
H 1.284 -10.703 3.463
O -0.946 -8.451 1.553
H 7.661 -0.593 0.516
H -1.217 -6.011 1.069
H 9.446 2.739 4.266
H 3.799 -5.765 2.715
H 1.490 -10.155 2.052
H -2.829 -4.028 5.340
H -1.705 5.673 -1.132
H -0.983 3.715 1.072
O -5.090 2.454 -4.969
O -0.207 -5.477 1.721
O 1.741 -6.803 3.459
H 8.151 -2.015 0.744
```